{"formula": "C35H45AsGeN2O7Si3V", "method": "wB97M-V/def2-TZVPD", "homo_lumo_gap_ev": [7.176, 6.976], "spin_multiplicity": 2, "relative_energy_kcal_mol": 54.0, "symbols": ["V", "O", "C", "O", "C", "C", "C", "C", "C", "C", "O", "N", "O", "O", "N", "O", "O", "H", "H", "C", "Si", "C", "C", "As", "Si", "C", "C", "C", "Si", "C", "C", "C", "H", "H", "H", "H", "H", "H", "H", "H", "H", "H", "H", "H", "H", "H", "H", "H", "H", "H", "H", "H", "H", "H", "H", "H", "H", "H", "H", "C", "Ge", "C", "C", "C", "C", "C", "C", "C", "C", "C", "C", "C", "C", "C", "C", "C", "C", "C", "C", "H", "H", "H", "H", "H", "H", "H", "H", "H", "H", "H", "H", "H", "H", "H", "H"], "positions_angstrom": [[0.7506, 0.2399, -0.9280], [4.1615, -1.2761, -0.5543], [3.2240, -0.4984, -0.5926], [1.9967, -0.8874, -0.6600], [3.4651, 0.9889, -0.5250], [4.6572, 1.4197, 0.0105], [4.8988, 2.7819, 0.2215], [3.9080, 3.7207, -0.0369], [2.7094, 3.3014, -0.5779], [2.4829, 1.9405, -0.9370], [1.4441, 1.6124, -1.6089], [1.6219, 4.2061, -0.7159], [1.8548, 5.3966, -0.8012], [0.4897, 3.7299, -0.7173], [6.1293, 3.2033, 0.8048], [6.2952, 4.3991, 0.9788], [6.9423, 2.3431, 1.0939], [5.4081, 0.6948, 0.2959], [4.0594, 4.7591, 0.2173], [-1.2626, -2.2490, -5.4955], [-0.0406, -1.4614, -4.2313], [1.3444, -2.7173, -3.7997], [0.6866, 0.1441, -4.9955], [-0.9695, -0.7475, -2.1309], [-1.7500, -2.7573, -1.0869], [-0.1848, -3.7131, -0.5351], [-2.7946, -3.7707, -2.3522], [-2.8651, -2.3498, 0.4178], [-2.5886, 0.9609, -2.6258], [-1.5887, 2.5066, -3.1359], [-3.7156, 0.3409, -4.0622], [-3.6850, 1.2751, -1.0806], [-0.7362, -2.5426, -6.3970], [-2.0453, -1.5546, -5.7841], [-1.7449, -3.1341, -5.0938], [2.1329, -2.7263, -4.5474], [0.9593, -3.7302, -3.7218], [1.8021, -2.4608, -2.8441], [1.5134, -0.0563, -5.6709], [1.0594, 0.7944, -4.2009], [-0.0651, 0.6947, -5.5573], [0.2479, -4.2899, -1.3464], [-0.3876, -4.3962, 0.2827], [0.5715, -3.0093, -0.1899], [-2.1592, -4.2790, -3.0700], [-3.4656, -3.1144, -2.9002], [-3.3943, -4.5250, -1.8558], [-2.3247, -1.7241, 1.1256], [-3.1677, -3.2489, 0.9437], [-3.7702, -1.8299, 0.1157], [-0.9448, 2.2890, -3.9852], [-0.9528, 2.8376, -2.3142], [-2.2230, 3.3429, -3.4135], [-3.2016, 0.3644, -5.0195], [-4.6016, 0.9594, -4.1562], [-4.0359, -0.6815, -3.8742], [-3.3707, 2.1744, -0.5617], [-3.5948, 0.4421, -0.3894], [-4.7356, 1.3886, -1.3298], [-0.5750, 0.5445, 0.2629], [-0.3012, 0.0355, 2.1216], [0.9415, 1.5253, 2.5544], [0.4240, 2.8151, 2.4744], [1.2418, 3.9174, 2.6337], [2.5963, 3.7446, 2.8737], [3.1168, 2.4653, 2.9736], [2.2946, 1.3626, 2.8120], [-1.8966, 0.3270, 3.2713], [-1.6946, 0.4709, 4.6382], [-2.7618, 0.6359, 5.5009], [-4.0553, 0.6503, 5.0078], [-4.2708, 0.5269, 3.6466], [-3.1954, 0.3751, 2.7891], [0.4083, -1.7536, 2.6388], [-0.3355, -2.5494, 3.5025], [0.1889, -3.7135, 4.0305], [1.4845, -4.0952, 3.7210], [2.2329, -3.3225, 2.8506], [1.6905, -2.1709, 2.3061], [-1.1742, 1.4566, 0.2230], [-0.6350, 2.9502, 2.2909], [0.8230, 4.9112, 2.5678], [3.2392, 4.6044, 2.9942], [4.1671, 2.3252, 3.1832], [2.7065, 0.3654, 2.9035], [-0.6833, 0.4495, 5.0223], [-2.5914, 0.7492, 6.5627], [-4.8924, 0.7636, 5.6821], [-5.2795, 0.5445, 3.2581], [-3.3702, 0.2930, 1.7256], [-1.3354, -2.2420, 3.7822], [-0.4073, -4.3133, 4.7044], [1.9144, -4.9763, 4.1750], [3.2467, -3.6045, 2.6001], [2.2882, -1.5892, 1.6167]], "forces_ev_per_a": [[-6.144, -1.019, 2.277], [-0.562, 0.504, 0.125], [2.988, -0.384, -0.030], [1.924, -3.233, 0.463], [-0.397, 0.384, -0.263], [0.464, 0.647, 0.285], [-1.503, -0.774, -0.713], [0.020, -0.027, -0.020], [0.851, -1.410, 0.021], [2.497, 1.380, 1.536], [0.867, 3.123, -3.478], [-1.438, 0.715, -0.214], [0.203, 0.005, 0.073], [0.545, 0.568, 0.159], [0.972, 0.321, 0.421], [-0.004, -0.137, 0.021], [-0.050, 0.126, 0.004], [-0.063, -0.027, -0.054], [-0.028, 0.019, -0.045], [0.406, 0.385, 0.761], [0.174, -0.183, -0.814], [-0.525, 0.618, 0.056], [-0.222, -0.523, 0.539], [-1.493, -1.207, -2.004], [-0.541, -0.845, 0.361], [-0.507, 0.684, -0.312], [0.634, 0.673, 0.460], [0.671, 0.138, -0.693], [-0.762, 0.291, -0.410], [-0.158, -0.754, 0.359], [0.712, 0.174, 0.655], [0.632, -0.243, -0.538], [0.242, -0.033, -0.176], [-0.100, 0.171, -0.008], [-0.046, -0.160, 0.115], [0.043, 0.090, -0.199], [-0.158, -0.126, 0.027], [0.062, -0.004, 0.066], [0.121, -0.172, -0.094], [0.033, 0.045, -0.028], [-0.156, 0.023, -0.006], [0.029, -0.030, -0.223], [-0.221, -0.084, 0.201], [0.083, 0.000, 0.055], [0.156, -0.053, -0.143], [-0.120, 0.092, -0.084], [-0.093, -0.128, 0.248], [-0.025, 0.036, 0.041], [0.049, -0.315, 0.003], [-0.112, 0.115, -0.085], [0.062, -0.078, -0.077], [0.020, -0.013, 0.028], [-0.300, 0.045, -0.004], [0.145, -0.021, -0.092], [-0.169, 0.198, 0.086], [-0.055, -0.130, 0.020], [0.121, 0.158, 0.116], [0.005, -0.095, 0.100], [-0.126, -0.010, -0.235], [0.358, 0.082, 1.046], [-0.082, 0.172, 0.581], [-0.337, -0.515, 0.125], [-0.105, -0.147, 0.015], [-0.023, 0.150, -0.006], [-0.005, 0.013, 0.100], [0.153, 0.064, 0.060], [-0.015, -0.159, 0.038], [0.456, -0.090, -0.437], [0.208, -0.026, 0.000], [0.005, 0.012, 0.242], [-0.104, 0.029, 0.014], [-0.196, 0.016, 0.053], [0.027, -0.025, -0.268], [-0.175, 0.746, -0.258], [-0.334, 0.190, -0.026], [0.024, -0.205, 0.116], [-0.006, -0.021, 0.065], [0.147, -0.074, -0.063], [0.232, 0.195, -0.167], [-0.080, 0.047, -0.103], [-0.059, 0.095, -0.032], [-0.021, 0.107, -0.012], [0.075, 0.080, 0.030], [0.143, -0.016, 0.033], [0.097, -0.040, 0.013], [0.077, 0.020, 0.148], [0.042, -0.004, 0.053], [-0.043, 0.019, 0.038], [-0.058, 0.021, -0.057], [-0.057, -0.016, -0.067], [-0.053, -0.023, 0.036], [-0.026, -0.029, 0.039], [0.010, -0.100, -0.027], [0.022, -0.030, -0.033], [0.054, -0.051, 0.072]], "mulliken_spin": [1.466, 0.025, -0.020, -0.035, 0.020, 0.006, 0.002, 0.002, -0.030, 0.020, 0.013, -0.002, 0.001, 0.001, 0.000, 0.000, 0.001, 0.001, 0.000, -0.004, -0.014, 0.003, 0.002, 0.034, 0.013, 0.006, 0.000, -0.009, 0.023, 0.016, 0.000, -0.005, 0.000, 0.001, 0.001, 0.000, 0.000, 0.002, 0.001, 0.003, 0.001, 0.000, 0.000, 0.001, -0.001, 0.000, 0.000, 0.005, 0.000, -0.003, 0.000, -0.004, 0.000, 0.000, 0.000, 0.000, -0.001, 0.003, 0.000, -0.467, -0.099, -0.020, 0.006, 0.006, -0.005, 0.001, -0.017, 0.007, 0.001, 0.000, 0.000, -0.001, -0.005, 0.008, 0.001, 0.000, 0.000, -0.001, 0.005, 0.027, -0.001, 0.000, 0.000, 0.000, 0.000, 0.000, 0.000, 0.000, 0.000, 0.002, 0.000, 0.000, 0.000, 0.000, 0.006]}

{"formula": "C35H55N5O5PbSSi4", "method": "wB97M-V/def2-TZVPD", "homo_lumo_gap_ev": 7.799, "relative_energy_kcal_mol": 0.0, "symbols": ["Pb", "C", "O", "C", "C", "C", "C", "C", "C", "O", "C", "O", "C", "H", "H", "H", "H", "H", "H", "H", "H", "H", "N", "C", "C", "C", "C", "C", "C", "S", "O", "O", "N", "C", "N", "C", "C", "C", "N", "H", "H", "H", "H", "H", "H", "H", "H", "H", "N", "H", "H", "H", "C", "C", "C", "C", "C", "C", "C", "H", "H", "H", "H", "H", "H", "H", "C", "Si", "C", "C", "Si", "Si", "C", "C", "C", "Si", "C", "C", "C", "H", "H", "H", "H", "H", "H", "H", "H", "H", "H", "H", "H", "H", "H", "H", "H", "H", "H", "H", "H", "H", "H", "H", "H", "H", "H", "H"], "positions_angstrom": [[0.2587, -1.7239, -1.1371], [1.4127, 4.6908, -3.0066], [2.6662, 4.0440, -3.1391], [2.8103, 2.8298, -2.5618], [4.0725, 2.2329, -2.7149], [4.2881, 1.0008, -2.1606], [3.2911, 0.2963, -1.4590], [3.5858, -1.0227, -0.9068], [5.0229, -1.4492, -0.7434], [2.7114, -1.8110, -0.5404], [2.0247, 0.9136, -1.2904], [1.0478, 0.3734, -0.6024], [1.8106, 2.1860, -1.8606], [1.5055, 5.6371, -3.5315], [1.1750, 4.8780, -1.9564], [0.6133, 4.0993, -3.4592], [4.8397, 2.7565, -3.2672], [5.2612, 0.5450, -2.2852], [5.4959, -1.5763, -1.7178], [5.0410, -2.4025, -0.2222], [5.5871, -0.7009, -0.1849], [0.8283, 2.6175, -1.7298], [-7.2940, 4.4239, 0.3152], [-6.5179, 3.2730, 0.3771], [-5.3730, 3.2321, 1.1760], [-4.6386, 2.0646, 1.2757], [-5.0217, 0.9304, 0.5768], [-6.1620, 0.9582, -0.2120], [-6.9063, 2.1183, -0.3075], [-4.0659, -0.5491, 0.7336], [-3.5457, -0.5239, 2.0910], [-4.8994, -1.6506, 0.3392], [-2.7401, -0.4131, -0.1689], [-2.7936, -0.1912, -1.4915], [-3.9535, 0.0752, -2.1273], [-3.8841, 0.4587, -3.3868], [-2.6878, 0.5885, -4.0825], [-1.5584, 0.1940, -3.3954], [-1.5907, -0.2187, -2.1316], [-6.8213, 5.2847, 0.5345], [-7.8974, 4.5019, -0.4864], [-5.0769, 4.1124, 1.7350], [-3.7744, 2.0180, 1.9263], [-6.4517, 0.0645, -0.7458], [-7.8040, 2.1362, -0.9145], [-4.8330, 0.6656, -3.8736], [-2.6470, 0.9217, -5.1080], [-0.5864, 0.1887, -3.8736], [-0.7669, 0.8685, 1.4203], [-1.5335, 0.2539, 1.0525], [-0.0448, 0.8666, 0.6686], [-1.1594, 1.8079, 1.4522], [1.0513, -1.7527, -3.3205], [2.1868, -2.7021, -3.4578], [2.0183, -4.0659, -3.1990], [3.0803, -4.9524, -3.2808], [4.3464, -4.5008, -3.6281], [4.5293, -3.1527, -3.9013], [3.4647, -2.2670, -3.8171], [0.1951, -2.0735, -3.9192], [1.3372, -0.7455, -3.6313], [1.0338, -4.4378, -2.9310], [2.9183, -6.0026, -3.0723], [5.1763, -5.1921, -3.6939], [5.5080, -2.7892, -4.1928], [3.6160, -1.2166, -4.0416], [-1.3782, -2.7863, 2.6893], [0.1011, -1.9053, 3.4034], [0.1326, -2.1016, 5.2749], [1.7049, -2.6006, 2.7299], [-0.0475, 0.4308, 3.1034], [1.9889, 1.6238, 2.9599], [1.6650, 3.0777, 1.8092], [3.3335, 0.5565, 2.2146], [2.5692, 2.2788, 4.6202], [-1.4658, 1.4416, 4.6971], [-1.8191, 3.1960, 4.1018], [-3.0620, 0.5307, 5.0202], [-0.5330, 1.5498, 6.3253], [-1.2793, -3.8583, 2.8841], [-1.4616, -2.6417, 1.6107], [-2.3089, -2.4291, 3.1292], [0.2613, -3.1580, 5.5257], [-0.7960, -1.7622, 5.7375], [0.9618, -1.5533, 5.7283], [1.6991, -3.6894, 2.8320], [2.5564, -2.2195, 3.2978], [1.8735, -2.3671, 1.6778], [1.4603, 2.7397, 0.7914], [2.5534, 3.7136, 1.7635], [0.8312, 3.6981, 2.1477], [2.9458, 0.0196, 1.3485], [3.7036, -0.1797, 2.9308], [4.1762, 1.1742, 1.8923], [1.9364, 3.0911, 4.9805], [3.5840, 2.6713, 4.5127], [2.5925, 1.5019, 5.3866], [-2.3218, 3.2253, 3.1318], [-0.8989, 3.7798, 4.0244], [-2.4748, 3.7026, 4.8149], [-3.6758, 0.4258, 4.1274], [-3.6252, 1.0717, 5.7865], [-2.8629, -0.4724, 5.4045], [0.3301, 2.2123, 6.2764], [-0.1887, 0.5689, 6.6583], [-1.2108, 1.9358, 7.0916]], "forces_ev_per_a": [[-0.041, 0.086, 0.003], [-0.006, 0.002, 0.000], [0.006, 0.003, -0.003], [-0.024, 0.001, 0.010], [0.014, -0.006, -0.009], [0.002, 0.003, 0.008], [-0.006, 0.011, 0.020], [0.035, -0.033, 0.037], [0.018, 0.023, 0.022], [0.004, 0.013, -0.020], [-0.017, -0.011, -0.066], [-0.020, -0.038, 0.065], [-0.002, -0.001, 0.000], [0.000, -0.001, -0.001], [0.001, 0.000, -0.001], [0.000, 0.002, 0.000], [0.002, 0.002, 0.002], [0.006, -0.005, -0.002], [-0.015, -0.004, 0.005], [-0.002, -0.001, 0.001], [0.002, -0.001, 0.005], [0.002, 0.000, 0.000], [-0.007, 0.001, 0.007], [0.007, -0.004, -0.002], [-0.001, -0.002, -0.009], [0.007, 0.011, 0.001], [0.009, -0.013, -0.001], [-0.007, 0.010, -0.008], [0.000, 0.005, -0.001], [0.025, -0.030, 0.051], [0.001, 0.015, -0.098], [-0.010, 0.001, 0.004], [0.032, -0.005, -0.006], [0.015, 0.058, 0.067], [-0.004, 0.011, -0.014], [0.017, -0.041, 0.002], [-0.010, 0.004, 0.010], [-0.019, -0.010, -0.010], [-0.032, -0.050, -0.049], [0.002, 0.002, -0.001], [0.001, 0.001, -0.003], [0.001, 0.001, 0.003], [-0.006, 0.001, 0.009], [0.001, -0.005, 0.003], [-0.001, 0.001, 0.000], [-0.004, 0.013, 0.005], [0.002, 0.002, -0.001], [0.000, 0.002, -0.003], [-0.034, 0.005, 0.030], [0.025, -0.001, -0.014], [0.006, -0.031, 0.012], [-0.001, 0.000, -0.043], [0.075, 0.033, 0.016], [-0.011, -0.005, -0.043], [0.007, 0.003, -0.003], [-0.014, -0.004, 0.004], [0.012, -0.001, 0.002], [-0.015, -0.004, -0.015], [-0.022, -0.007, -0.020], [-0.032, -0.010, 0.028], [0.010, -0.010, -0.015], [0.001, 0.000, 0.001], [0.001, -0.001, 0.000], [0.000, -0.001, 0.000], [0.001, 0.005, -0.001], [0.008, -0.004, -0.002], [0.016, -0.020, 0.014], [-0.001, 0.012, -0.021], [-0.004, -0.018, 0.003], [0.016, 0.013, 0.000], [-0.025, -0.002, 0.039], [-0.011, 0.004, -0.023], [0.014, 0.014, 0.024], [0.000, -0.022, 0.016], [0.014, 0.003, 0.004], [0.019, 0.013, -0.002], [-0.011, 0.000, 0.014], [0.008, 0.009, 0.025], [0.004, 0.003, 0.001], [-0.006, -0.002, -0.005], [0.001, 0.002, -0.003], [-0.012, -0.001, -0.004], [0.001, 0.000, 0.005], [0.006, 0.003, -0.004], [0.001, 0.003, 0.002], [-0.013, -0.003, 0.010], [0.005, -0.007, -0.016], [-0.002, 0.003, 0.008], [-0.006, -0.001, -0.012], [-0.004, 0.005, -0.003], [-0.004, 0.001, 0.006], [0.007, -0.006, -0.003], [0.001, 0.008, -0.006], [0.000, 0.007, -0.002], [-0.007, 0.003, 0.001], [0.000, 0.003, 0.001], [0.006, 0.000, 0.000], [0.006, 0.002, -0.003], [0.005, 0.002, -0.008], [-0.001, 0.005, -0.002], [0.000, -0.015, 0.000], [-0.009, 0.001, -0.009], [-0.016, -0.007, -0.023], [0.002, -0.002, 0.002], [-0.003, -0.007, -0.001], [0.002, 0.003, 0.003]], "lowdin_charge": [1.361, -0.074, -0.068, -0.275, -0.004, -0.028, -0.125, -0.405, 0.005, -0.117, -0.358, -0.327, 0.039, 0.093, 0.094, 0.095, 0.117, 0.112, 0.074, 0.093, 0.091, 0.112, 0.094, -0.323, -0.032, -0.067, -0.295, -0.066, -0.027, 0.596, -0.361, -0.295, -0.131, -0.466, 0.137, -0.121, -0.058, -0.144, 0.007, 0.086, 0.087, 0.108, 0.081, 0.111, 0.110, 0.112, 0.096, 0.094, -0.002, 0.034, 0.036, 0.086, -0.298, -0.346, -0.072, -0.088, -0.102, -0.101, -0.070, 0.049, 0.042, 0.104, 0.101, 0.096, 0.102, 0.109, -0.207, 0.387, -0.220, -0.207, 0.544, 0.415, -0.198, -0.198, -0.219, 0.394, -0.208, -0.201, -0.206, 0.039, -0.005, 0.022, 0.036, 0.015, 0.027, 0.040, 0.023, -0.007, 0.004, 0.041, 0.021, 0.004, 0.030, 0.044, 0.019, 0.034, 0.028, 0.004, 0.020, 0.037, 0.003, 0.037, 0.027, 0.005, 0.019, 0.037]}

The calculation returns the following E values, one per record and in order: -221009.4994 -102473.6644 eV.